C5H11NO | ωB97M-V with the def2-TZVPD basis set

The geometry in XYZ format:
```
18
Properties=species:S:1:pos:R:3:lowdin_charge:R:1
C 2.65 0.68 -0.39 -0.0942
N 1.25 0.77 -0.06 -0.0198
C 0.40 -0.32 0.00 -0.3776
O 1.06 -1.52 -0.02 0.0434
C -0.94 -0.21 0.08 -0.3098
C -1.82 -1.34 0.56 -0.0734
C -1.62 1.11 -0.17 -0.0835
H 3.29 0.74 0.50 0.0800
H 2.94 1.49 -1.06 0.0751
H 2.85 -0.27 -0.87 0.0784
H 1.00 1.52 0.56 0.1273
H 0.53 -2.14 -0.52 0.1096
H -2.33 -1.05 1.49 0.0791
H -1.24 -2.24 0.80 0.0682
H -2.60 -1.61 -0.16 0.0758
H -2.56 0.96 -0.71 0.0741
H -1.87 1.66 0.75 0.0773
H -0.98 1.76 -0.78 0.0698
```

SMILES: CNC(O)=C(C)C
Energy relative to the best compared isomer or geometry (same formula, charge and spin) in eV: 1.408
HOMO-LUMO gap in eV: 8.15